# 1
Entry from the Open Molecules 2025 dataset: an isolated molecule of C2H4O3S in a non-equilibrium geometry (wB97M-V/def2-TZVPD).

## Properties
- Structure (SMILES): O[C@@]1(S)COO1
- Energy relative to the best compared isomer or geometry (same formula, charge and spin): 335.0 kJ/mol
- M: 108.12 g mol⁻¹
- E_LUMO: 0.480 eV
- Gap between HOMO and LUMO: 10.002 eV
- Energy: -702.3660 a.u.

```
! RIJCOSX wB97M-V def2-TZVPD def2/J DEFGRID3
* xyz 0 1
O -0.382 1.455 0.569
C -0.124 0.140 0.351
S -1.692 -0.791 0.142
C 0.936 -0.330 -0.605
O 1.514 -1.036 0.469
O 0.583 -0.519 1.405
H -1.064 1.591 1.225
H -1.926 -0.066 -1.098
H 0.604 -0.977 -1.419
H 1.551 0.533 -1.039
*
```

---

# 2
Entry from the Open Molecules 2025 dataset: a 4-piece molecular cluster, C22H22Br2F3N3O6Si overall in a non-equilibrium geometry (wB97M-V/def2-TZVPD).

## Properties
- Structure (SMILES): FC(F)(Br)[C@](F)(Br)CC[SiH3].O=[N+]([O-])c1ccccc1.O=[N+]([O-])c1ccccc1.O=[N+]([O-])c1ccccc1
- M: 669.32 g mol⁻¹
- E_LUMO: -0.748 eV
- Gap between HOMO and LUMO: 9.216 eV
- Energy: -7204.0547 a.u.

```
! RIJCOSX wB97M-V def2-TZVPD def2/J DEFGRID3
* xyz 0 1
F -7.330 0.468 -3.204
C -6.409 1.267 -3.714
F -6.292 0.916 -4.958
Br -7.070 3.077 -3.545
C -5.060 1.022 -2.983
F -4.738 -0.232 -3.306
Br -5.412 1.117 -1.076
C -3.980 1.964 -3.468
C -2.735 2.093 -2.564
Si -1.461 0.690 -2.772
H -3.641 1.558 -4.418
H -4.354 2.956 -3.681
H -2.224 2.995 -2.891
H -2.974 2.251 -1.518
H -0.446 1.014 -3.784
H -0.792 0.356 -1.517
H -2.187 -0.509 -3.241
O 0.406 3.054 -2.913
N 0.856 4.165 -2.688
O 1.118 4.996 -3.537
C 1.097 4.515 -1.280
C 0.838 3.571 -0.301
C 1.085 3.894 1.023
C 1.581 5.148 1.353
C 1.827 6.086 0.359
C 1.586 5.771 -0.968
H 0.452 2.593 -0.557
H 0.892 3.165 1.798
H 1.777 5.395 2.388
H 2.211 7.063 0.618
H 1.779 6.499 -1.742
O -0.805 0.105 0.394
N -0.278 -0.990 0.516
O 0.679 -1.364 -0.137
C -0.841 -1.917 1.507
C -1.953 -1.532 2.237
C -2.491 -2.418 3.155
C -1.915 -3.669 3.336
C -0.794 -4.036 2.603
C -0.253 -3.156 1.680
H -2.401 -0.559 2.095
H -3.363 -2.134 3.729
H -2.341 -4.361 4.051
H -0.344 -5.008 2.745
H 0.615 -3.446 1.107
O 2.072 -5.409 1.703
N 2.676 -4.887 2.626
O 2.276 -4.841 3.774
C 3.973 -4.265 2.326
C 4.436 -4.267 1.022
C 5.649 -3.660 0.740
C 6.383 -3.065 1.757
C 5.908 -3.080 3.062
C 4.695 -3.683 3.352
H 3.865 -4.729 0.231
H 6.020 -3.648 -0.276
H 7.327 -2.587 1.532
H 6.482 -2.619 3.853
H 4.324 -3.692 4.367
*
```

---

# 3
Entry from the Open Molecules 2025 dataset: a 2-piece molecular cluster, CF3N overall in a non-equilibrium geometry (wB97M-V/def2-TZVPD).

## Properties
- Energy relative to the best compared isomer or geometry (same formula, charge and spin): 434.3 kJ/mol
- M: 83.01 g mol⁻¹
- E_LUMO (spin up / spin down): -0.979 / -0.884 eV
- Gap between HOMO and LUMO (spin up / spin down): 9.769 / 9.809 eV
- Energy: -392.1961 a.u.

```
! RIJCOSX wB97M-V def2-TZVPD def2/J DEFGRID3
* xyz 0 1
C -0.288 0.349 -1.185
N 1.698 -0.251 1.266
F -1.175 1.183 -0.596
F -0.977 -0.695 -1.575
F 0.742 -0.586 2.090
*
```

---

# 4
Entry from the Open Molecules 2025 dataset: a 2-piece molecular cluster, C2H4F2O2S overall in a non-equilibrium geometry (wB97M-V/def2-TZVPD).

## Properties
- Structure (SMILES): OSC(F)F.C=O
- Energy relative to the best compared isomer or geometry (same formula, charge and spin): 0.0 kJ/mol
- M: 130.12 g mol⁻¹
- E_LUMO: 0.048 eV
- Gap between HOMO and LUMO: 9.357 eV
- Energy: -826.9261 a.u.

```
! RIJCOSX wB97M-V def2-TZVPD def2/J DEFGRID3
* xyz 0 1
O -1.457 -0.991 0.441
S -2.394 0.035 -0.389
C -1.022 0.552 -1.543
F -1.542 0.480 -2.848
F -0.599 1.794 -1.393
H -0.962 -0.521 1.103
H -0.213 -0.081 -1.556
C 2.040 -0.271 1.496
O 0.919 -0.651 1.773
H 2.758 -0.937 1.923
H 2.472 0.591 0.993
*
```

---

# 5
Entry from the Open Molecules 2025 dataset: an isolated molecule of C20H24FN3O2 (wB97M-V/def2-TZVPD).

## Properties
- Structure (SMILES): CCN(CC)CCNC(=O)c1ccc(NC(=O)c2ccc(F)cc2)cc1
- Energy relative to the best compared isomer or geometry (same formula, charge and spin): 0.0 kJ/mol
- M: 357.43 g mol⁻¹
- E_LUMO: 0.398 eV
- Gap between HOMO and LUMO: 8.980 eV
- Energy: -1191.1722 a.u.

```
! RIJCOSX wB97M-V def2-TZVPD def2/J DEFGRID3
* xyz 0 1
C -6.349 -1.099 1.557
C -5.779 -1.616 0.241
N -4.578 -0.894 -0.139
C -3.693 -1.658 -1.002
C -2.895 -2.696 -0.215
C -4.839 0.463 -0.600
C -4.165 1.486 0.327
N -2.740 1.278 0.382
C -1.858 2.085 -0.250
O -2.189 3.121 -0.798
C -0.434 1.642 -0.186
C -0.052 0.303 -0.182
C 1.285 -0.039 -0.148
C 2.271 0.947 -0.110
N 3.602 0.530 -0.077
C 4.736 1.284 0.042
O 4.754 2.488 0.176
C 5.995 0.476 0.020
C 7.071 0.944 0.769
C 8.270 0.259 0.787
C 8.385 -0.892 0.028
F 9.549 -1.570 0.035
C 7.342 -1.365 -0.750
C 6.143 -0.676 -0.749
C 1.894 2.288 -0.129
C 0.556 2.621 -0.175
H -5.587 -1.144 2.331
H -6.687 -0.070 1.463
H -7.194 -1.712 1.860
H -6.552 -1.558 -0.547
H -5.516 -2.667 0.367
H -4.245 -2.160 -1.815
H -2.990 -0.960 -1.464
H -3.532 -3.498 0.149
H -2.416 -2.231 0.645
H -2.130 -3.134 -0.852
H -4.460 0.613 -1.617
H -5.915 0.664 -0.619
H -4.328 2.498 -0.051
H -4.575 1.398 1.337
H -2.439 0.402 0.777
H -0.789 -0.484 -0.237
H 1.572 -1.082 -0.154
H 3.725 -0.473 -0.096
H 6.947 1.853 1.337
H 9.109 0.604 1.370
H 7.479 -2.254 -1.345
H 5.340 -1.027 -1.381
H 2.650 3.055 -0.108
H 0.252 3.656 -0.203
*
```

---

# 6
Entry from the Open Molecules 2025 dataset: C28H15Cl4F2N3O4SV as an isolated structure (wB97M-V/def2-TZVPD).

## Properties
- Energy relative to the best compared isomer or geometry (same formula, charge and spin): 16.1 kJ/mol
- M: 720.26 g mol⁻¹
- <S²>: 2.013
- E_LUMO (spin up / spin down): 2.250 / 2.162 eV
- Gap between HOMO and LUMO (spin up / spin down): 7.010 / 6.929 eV
- Energy: -4924.1999 a.u.

```
! RIJCOSX wB97M-V def2-TZVPD def2/J DEFGRID3
* xyz -1 3
V -1.047 0.139 -0.315
O -1.079 -3.684 1.002
C -1.085 -2.649 0.358
O -0.728 -1.483 0.762
C -1.523 -2.678 -1.096
C -1.852 -3.860 -1.737
C -2.204 -3.809 -3.075
C -2.220 -2.578 -3.718
C -1.888 -1.445 -2.996
N -1.547 -1.496 -1.711
H -1.815 -4.779 -1.169
H -2.462 -4.712 -3.613
H -2.485 -2.492 -4.763
H -1.897 -0.463 -3.453
F 4.279 -1.262 -0.532
C 3.281 -0.499 -1.025
C 2.027 -0.561 -0.456
C 0.990 0.214 -0.973
C 1.261 1.037 -2.084
C 2.549 1.069 -2.614
F 2.842 1.857 -3.687
C 3.579 0.313 -2.106
C 0.110 1.790 -2.603
C 0.122 2.731 -3.638
C -1.054 3.358 -4.001
C -2.235 3.052 -3.339
C -2.182 2.113 -2.329
N -1.049 1.498 -1.979
H 1.869 -1.208 0.398
H 4.570 0.354 -2.533
H 1.047 2.966 -4.136
H -1.047 4.092 -4.798
H -3.172 3.527 -3.592
H -3.059 1.815 -1.766
Cl -6.481 1.795 3.354
C -4.884 1.753 2.692
C -3.861 2.475 3.285
Cl -4.168 3.427 4.696
C -2.569 2.433 2.743
Cl -1.265 3.310 3.471
C -2.293 1.663 1.618
O -1.106 1.562 1.057
C -3.347 0.922 1.010
O -3.012 0.239 -0.058
C -4.624 0.981 1.551
Cl -5.881 0.079 0.775
S 3.044 0.755 2.748
C 1.766 -0.250 3.152
N 0.494 0.240 3.226
C -0.592 -0.468 3.610
C -0.480 -1.780 3.938
C 0.794 -2.376 3.817
C 1.879 -1.640 3.441
H 0.369 1.201 2.925
H -1.526 0.074 3.609
H -1.352 -2.353 4.210
H 0.907 -3.434 4.015
H 2.860 -2.081 3.348
*
```

---

# 7
Entry from the Open Molecules 2025 dataset: an isolated molecule of C5H7NO in a non-equilibrium geometry (wB97M-V/def2-TZVPD).

## Properties
- Energy relative to the best compared isomer or geometry (same formula, charge and spin): 279.7 kJ/mol
- M: 97.12 g mol⁻¹
- E_LUMO: 0.542 eV
- Gap between HOMO and LUMO: 9.543 eV
- Energy: -324.6179 a.u.

```
! RIJCOSX wB97M-V def2-TZVPD def2/J DEFGRID3
* xyz 0 1
C 1.097 0.905 0.571
C -0.054 -0.108 0.647
C -0.281 -0.828 -0.694
C -0.973 -0.161 -1.836
O -1.491 0.993 -1.462
C 0.221 -1.116 1.682
N 0.450 -1.939 2.463
H 1.254 1.394 1.536
H 0.868 1.670 -0.177
H 2.028 0.404 0.285
H -0.975 0.416 0.930
H 0.667 -1.191 -1.112
H -0.885 -1.739 -0.563
H -1.927 1.300 -2.270
*
```

---

# 8
Entry from the Open Molecules 2025 dataset: C5H10O2 as an isolated structure (wB97M-V/def2-TZVPD).

## Properties
- Energy relative to the best compared isomer or geometry (same formula, charge and spin): 446.3 kJ/mol
- M: 102.13 g mol⁻¹
- E_LUMO: 0.303 eV
- Gap between HOMO and LUMO: 9.216 eV
- Energy: -346.8555 a.u.

```
! RIJCOSX wB97M-V def2-TZVPD def2/J DEFGRID3
* xyz 0 1
C 2.566 -0.550 -0.013
C 1.120 -0.824 0.362
O 0.248 0.013 -0.382
C -1.520 0.165 0.181
C -1.366 1.531 0.520
C -2.131 -0.226 -1.126
O -2.744 -1.253 -1.291
H 2.830 0.489 0.210
H 3.242 -1.206 0.546
H 2.717 -0.720 -1.082
H 0.857 -1.864 0.137
H 0.965 -0.661 1.441
H -1.562 -0.607 0.948
H -1.418 1.814 1.568
H -0.053 1.105 0.098
H -1.750 2.270 -0.182
H -2.000 0.523 -1.933
*
```

---

# 9
Entry from the Open Molecules 2025 dataset: a 2-piece molecular cluster, C2H4N2 overall in a non-equilibrium geometry (wB97M-V/def2-TZVPD).

## Properties
- Energy relative to the best compared isomer or geometry (same formula, charge and spin): 78.3 kJ/mol
- M: 56.07 g mol⁻¹
- E_LUMO: -10.698 eV
- Gap between HOMO and LUMO: 14.706 eV
- Energy: -187.2720 a.u.

```
! RIJCOSX wB97M-V def2-TZVPD def2/J DEFGRID3
* xyz 2 1
C -1.365 0.462 0.146
C 1.897 -0.549 0.084
N -1.964 -0.470 -0.097
N 1.309 0.398 -0.153
H -1.017 1.434 0.440
H 2.383 -1.486 0.325
H -2.524 -1.296 -0.320
H 1.161 1.362 -0.446
*
```

---

# 10
Entry from the Open Molecules 2025 dataset: an isolated molecule of C24H31ClN4O5S in a non-equilibrium geometry (wB97M-V/def2-TZVPD).

## Properties
- Structure (SMILES): CCN1CCN(S(=O)(=O)c2ccc(Cl)c(C(=O)N(CC)CC(=O)Nc3ccc(OC)cc3)c2)CC1
- Energy relative to the best compared isomer or geometry (same formula, charge and spin): 3.3 kJ/mol
- M: 523.06 g mol⁻¹
- E_LUMO: 0.230 eV
- Gap between HOMO and LUMO: 8.133 eV
- Energy: -2386.7626 a.u.

```
! RIJCOSX wB97M-V def2-TZVPD def2/J DEFGRID3
* xyz 0 1
C -6.106 -3.512 0.374
C -4.958 -3.376 1.378
N -3.916 -2.423 1.046
C -3.171 -2.744 -0.157
C -1.922 -1.865 -0.206
N -2.276 -0.460 -0.179
S -2.775 0.196 -1.640
O -4.202 0.318 -1.752
O -2.065 -0.474 -2.686
C -2.094 1.843 -1.428
C -2.891 2.967 -1.524
C -2.335 4.219 -1.319
C -0.989 4.321 -0.998
Cl -0.290 5.869 -0.705
C -0.186 3.186 -0.892
C 1.284 3.284 -0.599
O 2.103 3.262 -1.506
N 1.630 3.370 0.697
C 0.687 3.235 1.789
C 0.530 1.786 2.244
C 3.044 3.433 1.028
C 3.677 2.031 1.111
O 4.011 1.544 2.171
N 3.774 1.454 -0.104
C 4.221 0.166 -0.430
C 4.779 -0.704 0.496
C 5.202 -1.964 0.108
C 5.074 -2.374 -1.214
O 5.458 -3.588 -1.700
C 6.037 -4.513 -0.814
C 4.511 -1.496 -2.143
C 4.091 -0.245 -1.757
C -0.749 1.941 -1.132
C -3.135 -0.127 0.938
C -4.361 -1.042 1.005
H -6.620 -2.564 0.242
H -6.822 -4.244 0.739
H -5.737 -3.846 -0.593
H -4.471 -4.348 1.503
H -5.362 -3.078 2.350
H -3.752 -2.557 -1.077
H -2.882 -3.796 -0.124
H -1.286 -2.065 0.661
H -1.364 -2.038 -1.126
H -3.936 2.846 -1.760
H -2.936 5.111 -1.398
H 1.050 3.845 2.620
H -0.280 3.632 1.473
H -0.154 1.743 3.088
H 0.129 1.173 1.440
H 1.489 1.380 2.557
H 3.161 3.924 1.995
H 3.551 4.016 0.254
H 3.428 1.997 -0.893
H 4.884 -0.397 1.523
H 5.633 -2.614 0.853
H 6.262 -5.395 -1.413
H 6.964 -4.127 -0.378
H 5.345 -4.790 -0.011
H 4.415 -1.823 -3.166
H 3.656 0.428 -2.482
H -0.153 1.043 -1.092
H -2.543 -0.231 1.852
H -3.442 0.913 0.820
H -4.993 -0.828 0.129
H -4.925 -0.828 1.915
*
```

---

# 11
Entry from the Open Molecules 2025 dataset: a 11-piece molecular cluster, C36H86N9O13P overall in a non-equilibrium geometry (wB97M-V/def2-TZVPD).

## Properties
- Structure (SMILES): COP(=O)(OC)OC.CNC(C)=O.CNC(C)=O.CNC(C)=O.CNC(C)=O.CNC(C)=O.CNC(C)=O.CNC(C)=O.CNC(C)=O.CNC(C)=O.CCCCCC
- M: 884.11 g mol⁻¹
- E_LUMO: 0.140 eV
- Gap between HOMO and LUMO: 8.902 eV
- Energy: -3235.7362 a.u.

```
! RIJCOSX wB97M-V def2-TZVPD def2/J DEFGRID3
* xyz 0 1
C -4.577 -2.977 0.590
O -4.802 -4.035 -0.319
P -3.619 -4.548 -1.339
O -2.603 -5.463 -0.775
O -4.444 -5.235 -2.535
C -5.295 -6.295 -2.333
O -3.033 -3.218 -1.948
C -2.339 -3.271 -3.142
H -3.811 -2.328 0.166
H -4.298 -3.362 1.571
H -5.404 -2.289 0.766
H -5.519 -6.458 -1.279
H -4.762 -7.113 -2.817
H -6.236 -6.234 -2.881
H -2.016 -2.251 -3.348
H -3.118 -3.429 -3.888
H -1.484 -3.947 -3.107
C 3.751 -3.052 4.781
N 3.435 -2.797 3.425
C 3.213 -3.701 2.470
C 2.819 -5.162 2.844
O 3.246 -3.436 1.289
H 4.620 -3.698 4.912
H 2.827 -3.353 5.275
H 4.071 -2.098 5.200
H 3.655 -1.864 3.107
H 2.879 -5.414 3.903
H 3.558 -5.834 2.408
H 1.781 -5.403 2.617
C -5.978 -2.845 -5.234
N -5.468 -1.702 -4.372
C -5.722 -1.572 -3.067
C -5.043 -0.447 -2.351
O -6.558 -2.264 -2.441
H -5.442 -2.941 -6.178
H -7.031 -2.697 -5.473
H -5.949 -3.737 -4.608
H -4.672 -1.181 -4.712
H -4.365 -0.728 -1.545
H -5.752 0.248 -1.901
H -4.365 0.142 -2.968
C -0.660 -3.568 3.128
N -0.466 -4.065 4.531
C -0.125 -3.326 5.567
C 0.121 -1.824 5.374
O 0.023 -3.783 6.715
H -0.690 -4.431 2.463
H 0.127 -2.860 2.867
H -1.574 -2.974 3.112
H -0.533 -5.033 4.810
H 0.363 -1.308 6.303
H -0.706 -1.298 4.897
H 1.018 -1.658 4.778
C 1.411 -0.105 1.695
N 0.622 0.159 0.500
C -0.600 -0.257 0.169
C -1.206 0.201 -1.140
O -1.351 -1.002 0.834
H 0.823 -0.545 2.500
H 1.866 0.816 2.060
H 2.172 -0.866 1.526
H 0.996 0.762 -0.218
H -1.702 1.172 -1.142
H -1.909 -0.513 -1.570
H -0.362 0.332 -1.817
C 3.852 1.737 -1.545
N 2.731 2.522 -2.064
C 1.810 3.143 -1.281
C 0.796 4.014 -1.978
O 1.771 2.957 -0.097
H 4.675 1.892 -2.244
H 3.559 0.734 -1.234
H 4.352 2.236 -0.715
H 2.513 2.467 -3.049
H -0.066 3.500 -2.403
H 1.328 4.507 -2.792
H 0.474 4.756 -1.247
C 0.515 -4.023 -0.607
N 1.767 -3.385 -0.973
C 2.116 -2.863 -2.151
C 3.430 -2.072 -2.247
O 1.446 -3.062 -3.108
H 0.441 -4.284 0.449
H 0.178 -4.823 -1.266
H -0.190 -3.216 -0.808
H 2.509 -3.364 -0.288
H 3.961 -2.089 -1.295
H 3.281 -1.017 -2.478
H 3.985 -2.323 -3.151
C 1.433 0.057 -4.930
N 1.851 0.797 -6.115
C 2.512 1.932 -6.103
C 2.661 2.673 -7.482
O 2.939 2.462 -5.034
H 2.290 -0.100 -4.274
H 1.002 -0.921 -5.144
H 0.787 0.695 -4.327
H 1.365 0.622 -6.983
H 1.799 2.532 -8.133
H 3.562 2.385 -8.023
H 2.824 3.724 -7.241
C 6.014 -0.095 0.626
N 5.775 0.908 1.630
C 4.861 0.783 2.651
C 4.551 1.973 3.557
O 4.270 -0.275 2.831
H 6.031 0.347 -0.369
H 5.237 -0.858 0.675
H 6.988 -0.567 0.762
H 6.466 1.642 1.688
H 5.422 2.620 3.665
H 4.388 1.630 4.579
H 3.717 2.516 3.115
C -1.749 1.784 3.395
N -0.654 1.858 4.347
C 0.414 2.672 4.231
C 0.504 3.757 3.157
O 1.268 2.628 5.116
H -1.409 2.017 2.386
H -2.583 2.396 3.739
H -2.178 0.786 3.307
H -0.736 1.240 5.141
H 0.537 4.770 3.556
H -0.296 3.801 2.418
H 1.338 3.600 2.471
C -3.808 3.887 0.416
C -3.984 5.316 0.768
C -2.852 6.291 0.376
C -1.474 5.923 1.006
C -0.430 6.942 0.500
C 0.818 7.013 1.358
H -4.685 3.484 -0.091
H -3.577 3.241 1.263
H -2.958 3.732 -0.249
H -4.862 5.693 0.242
H -4.286 5.446 1.807
H -3.167 7.293 0.666
H -2.793 6.420 -0.704
H -1.412 5.852 2.091
H -1.225 4.944 0.597
H -0.168 6.722 -0.535
H -0.832 7.955 0.516
H 0.556 7.230 2.393
H 1.337 6.055 1.401
H 1.559 7.787 1.160
*
```

---

# 12
Entry from the Open Molecules 2025 dataset: a 2-piece molecular cluster, C3H2F4NO2 overall in a non-equilibrium geometry (wB97M-V/def2-TZVPD).

## Properties
- Energy relative to the best compared isomer or geometry (same formula, charge and spin): 223.7 kJ/mol
- M: 160.05 g mol⁻¹
- E_LUMO (spin up / spin down): 3.989 / 4.097 eV
- Gap between HOMO and LUMO (spin up / spin down): 7.714 / 7.812 eV
- Energy: -720.2072 a.u.

```
! RIJCOSX wB97M-V def2-TZVPD def2/J DEFGRID3
* xyz -1 1
C 0.829 -1.312 -0.036
C 1.421 0.122 -0.111
C -0.880 1.056 0.087
N -1.640 -0.062 -0.080
O 0.816 -1.769 1.116
O 0.239 -1.695 -1.087
F 1.871 0.784 -1.179
F 2.058 0.622 0.977
F -0.860 1.569 1.362
F -1.086 2.069 -0.803
H -1.239 -0.778 0.658
H -1.530 -0.605 -0.904
*
```

---

The highest energy belongs to which entry? C2H4N2